{
  "formula": "C3H6O2",
  "method": "the ωB97M-V functional and the def2-TZVPD basis",
  "elements": ["C", "C", "C", "O", "O", "H", "H", "H", "H", "H", "H"],
  "xyz": [[-0.552261, 0.765944, -1.328006], [-0.570343, -0.324894, -0.576884], [0.665908, -0.030436, 1.024124], [0.346437, 0.990561, 1.796072], [0.623333, -1.244316, 1.811751], [-1.248023, 0.965378, -2.021706], [0.163773, 1.613598, -1.106616], [-0.981058, -1.290359, -0.695428], [1.496145, 0.148097, 0.404356], [-0.264509, 0.620766, 2.542356], [0.527442, -1.879160, 1.104669]],
  "forces_ev_per_angstrom": [[2.37, -0.14, 3.01], [3.38, 2.11, 2.99], [-3.19, -2.97, -1.80], [-1.76, 0.09, 2.39], [0.49, 1.68, -1.35], [-2.15, 0.46, -3.03], [-0.97, -0.94, 0.03], [-1.05, -0.61, -0.17], [1.49, 0.19, -0.15], [1.45, 1.00, -2.01], [-0.06, -0.86, 0.10]],
  "nbo_charge": [-0.4247, -0.2856, 0.4391, -0.6818, -0.7301, 0.1853, 0.1903, 0.1835, 0.1492, 0.4965, 0.4782],
  "e_lumo_ev": 0.9,
  "e_above_lowest_ev": 3.8309,
  "homo_energy_ev": -8.654,
  "orbital_gap_ha": 0.349
}

{
  "formula": "C2H5N3O",
  "method": "the ωB97M-V functional and the def2-TZVPD basis",
  "elements": ["N", "C", "O", "N", "C", "N", "H", "H", "H", "H", "H"],
  "xyz": [[0.645100, -0.609439, 1.826767], [-0.062133, 0.239315, 0.996859], [-0.641062, 1.215505, 1.446107], [0.018320, -0.112100, -0.364651], [-0.757275, 0.505765, -1.358079], [-0.642853, 0.206066, -2.589680], [0.654029, -0.274103, 2.771252], [1.505059, -1.076554, 1.546076], [0.634734, -0.851922, -0.693229], [-1.466763, 1.234868, -0.937652], [0.112844, -0.477400, -2.643770]],
  "forces_ev_per_angstrom": [[0.20, -0.26, -0.14], [0.87, 0.37, 0.02], [-0.14, -0.94, -0.88], [-0.43, 0.54, 0.42], [0.20, -0.23, 0.23], [-0.18, 0.44, 0.76], [0.07, 0.09, 0.22], [-0.58, 0.22, -0.15], [-0.27, 0.20, 0.51], [0.29, -0.29, -0.45], [-0.03, -0.14, -0.53]],
  "nbo_charge": [-0.8456, 0.7897, -0.6195, -0.6671, 0.2861, -0.6437, 0.4033, 0.3893, 0.3941, 0.2053, 0.3081],
  "e_lumo_ev": 0.6,
  "e_above_lowest_ev": 0.3271,
  "homo_energy_ev": -9.974,
  "orbital_gap_ha": 0.387
}

{
  "formula": "C2H8OS2",
  "method": "the ωB97M-V functional and the def2-TZVPD basis",
  "elements": ["C", "C", "S", "S", "H", "H", "H", "H", "H", "H", "H", "H", "O"],
  "xyz": [[-0.843144, -2.389690, -0.216031], [0.005946, -1.181736, 0.192553], [0.137320, 0.154582, -1.044921], [-0.760894, 1.942875, -0.446379], [-0.255322, -3.145822, -0.728456], [-1.673835, -1.983649, -0.803028], [-1.409212, -2.845093, 0.583459], [0.986273, -1.515198, 0.426364], [-0.387578, -0.752576, 1.112546], [-0.091285, 2.137515, 0.698190], [2.734101, -0.726712, 2.215650], [1.570983, 0.123776, 2.447383], [1.783446, -0.806435, 2.331328]],
  "forces_ev_per_angstrom": [[-0.88, 1.04, -0.52], [-1.41, -0.16, 0.47], [0.55, 0.10, -0.43], [-0.23, -0.89, 0.31], [-0.22, 0.04, -0.27], [0.28, -0.42, -0.63], [0.46, -0.23, 0.75], [0.82, 0.13, -0.01], [0.00, 0.11, -0.07], [0.21, 0.15, -0.05], [0.30, -0.45, -0.02], [-0.49, 0.11, 0.09], [0.60, 0.47, 0.39]],
  "nbo_charge": [-0.6308, -0.5281, 0.0608, -0.1245, 0.2107, 0.2164, 0.2175, 0.2391, 0.2230, 0.1105, 0.4694, 0.4655, -0.9296],
  "e_lumo_ev": 0.4,
  "e_above_lowest_ev": 0.7863,
  "homo_energy_ev": -8.511,
  "orbital_gap_ha": 0.328
}

{
  "formula": "C10H18N3",
  "method": "the ωB97M-V functional and the def2-TZVPD basis",
  "elements": ["C", "C", "C", "C", "C", "C", "C", "C", "C", "C", "N", "N", "N", "H", "H", "H", "H", "H", "H", "H", "H", "H", "H", "H", "H", "H", "H", "H", "H", "H", "H"],
  "xyz": [[-3.410160, -0.342987, 0.453520], [-3.151047, -1.628269, 0.047010], [-2.260251, 0.422138, 0.148429], [-1.408694, -0.439448, -0.477025], [-0.998886, 2.303799, -0.542433], [0.642460, 0.394724, -0.721649], [3.047581, 0.114899, -0.254099], [1.552404, -1.883990, -0.423716], [1.370093, -0.370999, 1.558319], [1.641584, -0.430449, 0.049740], [-1.900708, -1.693015, -0.491819], [-1.963528, 1.779727, 0.357669], [0.350682, 1.719735, -0.157970], [-4.298333, 0.014473, 0.931535], [-3.779653, -2.494015, 0.088058], [-1.156489, 2.019564, -1.595464], [-0.943972, 3.390438, -0.447107], [0.758834, 0.415263, -1.796786], [3.787517, -0.469818, 0.282858], [3.159262, 1.152374, 0.055761], [3.268627, 0.042510, -1.315159], [0.657095, -2.351693, -0.022931], [1.524720, -1.940858, -1.510708], [2.415459, -2.444761, -0.072920], [1.706895, 0.563878, 2.005873], [1.918960, -1.168013, 2.051508], [0.312591, -0.520863, 1.769429], [-1.507703, -2.495695, -0.953481], [-2.773723, 2.356535, 0.527219], [1.096068, 2.380945, -0.411777], [0.342304, 1.603872, 0.868101]],
  "forces_ev_per_angstrom": [[0.03, -0.07, 0.16], [-0.42, 0.04, 0.27], [0.01, -0.51, -0.47], [4.51, 2.52, -0.57], [-0.56, 0.24, -0.17], [-3.82, -2.39, 0.35], [-0.20, -0.06, -0.05], [-0.11, 0.23, -0.06], [0.02, -0.05, -0.23], [0.17, 0.01, 0.18], [-0.05, -0.36, 0.01], [0.00, -0.06, 0.01], [0.33, 0.21, 0.23], [-0.30, -0.03, 0.10], [-0.13, -0.18, -0.03], [0.10, -0.01, 0.23], [0.10, -0.18, 0.03], [0.03, 0.19, -0.06], [0.12, -0.04, 0.10], [0.07, 0.16, 0.06], [0.07, 0.00, -0.16], [-0.07, -0.06, 0.02], [0.04, -0.06, -0.11], [0.06, -0.02, 0.02], [0.03, 0.12, 0.10], [0.09, -0.03, 0.09], [-0.15, -0.03, 0.05], [-0.03, 0.12, 0.01], [0.17, 0.16, -0.04], [-0.10, -0.12, 0.17], [0.01, 0.25, -0.23]],
  "nbo_charge": [-0.3190, -0.0275, -0.0130, 0.1462, -0.0333, 0.0805, -0.6065, -0.5933, -0.6377, -0.1407, -0.5595, -0.6144, -0.5743, 0.2402, 0.2324, 0.2103, 0.2297, 0.2237, 0.2417, 0.1952, 0.2224, 0.2160, 0.2168, 0.2335, 0.2027, 0.2506, 0.2313, 0.4345, 0.4170, 0.4359, 0.4588],
  "e_lumo_ev": -3.0,
  "e_above_lowest_ev": 3.9215,
  "homo_energy_ev": -11.472,
  "charge": 1,
  "orbital_gap_ha": 0.310
}

{
  "formula": "C8H10FNTm",
  "method": "the ωB97M-V functional and the def2-TZVPD basis",
  "elements": ["C", "C", "C", "C", "C", "Tm", "C", "C", "C", "N", "H", "H", "H", "H", "H", "H", "H", "H", "H", "H", "F"],
  "xyz": [[1.024577, -1.225013, -0.802530], [-0.363855, -1.253480, -1.142443], [-1.041280, -2.055190, -0.162996], [-0.066595, -2.521759, 0.777059], [1.215337, -2.001700, 0.377452], [-0.252059, 0.073270, 1.057801], [-1.682139, 1.859988, -0.050865], [-0.376236, 1.970138, -0.391833], [0.570491, 2.485771, -1.177579], [1.538429, 1.164123, 1.065104], [-2.106962, -2.296225, -0.162756], [-0.822699, -0.764374, -2.003401], [-0.252149, -3.174181, 1.629265], [2.166604, -2.196405, 0.875416], [1.804000, -0.707651, -1.366221], [-2.430497, 1.306329, -0.652323], [2.445553, 1.317975, 1.522581], [-2.130197, 2.443981, 0.773739], [0.357806, 3.222060, -1.965812], [1.624449, 2.208729, -1.054752], [-1.222581, 0.143618, 2.855093]],
  "forces_ev_per_angstrom": [[-0.44, -0.71, -0.22], [0.41, -0.67, 0.31], [0.43, -0.23, -0.20], [0.31, 0.33, -0.79], [-0.86, -0.29, -0.41], [2.32, 0.35, 1.59], [-0.59, 0.11, -0.08], [0.39, 2.81, -1.88], [0.27, -0.29, 0.24], [-1.44, -1.95, 0.99], [0.40, 0.13, 0.06], [0.16, -0.13, 0.33], [0.01, 0.28, -0.21], [-0.40, 0.23, -0.15], [-0.38, -0.10, 0.42], [0.81, 0.01, 0.33], [-0.35, 0.80, -0.51], [0.52, -0.31, -0.36], [-0.44, -0.24, 0.26], [-0.74, 0.02, -0.02], [-0.38, -0.14, 0.31]],
  "nbo_charge": [-0.3056, -0.3833, -0.3980, -0.3706, -0.3342, 1.6057, -0.6521, 0.0150, -0.4330, -1.3353, 0.2191, 0.2218, 0.2216, 0.2248, 0.2323, 0.2305, 0.3308, 0.2356, 0.1735, 0.2469, -0.7453],
  "e_lumo_ev": [3.3, 3.3],
  "e_above_lowest_ev": 1.6512,
  "homo_energy_ev": [-2.804, -2.687],
  "charge": -1,
  "orbital_gap_ha": [0.225, 0.221],
  "multiplicity": 3
}

{
  "formula": "CH3ClN2",
  "method": "the ωB97M-V functional and the def2-TZVPD basis",
  "elements": ["C", "N", "N", "Cl", "H", "H", "H"],
  "xyz": [[-0.459234, 0.667156, 0.377584], [-0.008984, -0.625444, 0.333070], [0.695919, -0.712156, -0.868249], [1.340952, -2.214197, -1.208536], [-1.584747, 0.572249, 0.473420], [-0.062816, 1.210297, -0.498231], [0.078910, 1.102094, 1.390944]],
  "forces_ev_per_angstrom": [[0.03, 2.83, 2.49], [4.71, -3.63, -6.58], [-3.53, 1.12, 5.61], [0.15, -0.81, 0.28], [1.22, 0.82, 0.07], [-0.74, 0.31, 0.42], [-1.83, -0.65, -2.29]],
  "nbo_charge": [-0.4730, -0.1282, -0.2364, 0.1585, 0.2350, 0.2189, 0.2254],
  "e_lumo_ev": -0.4,
  "e_above_lowest_ev": 4.0793,
  "homo_energy_ev": -10.416,
  "orbital_gap_ha": 0.367
}

{
  "formula": "CH4O2S",
  "method": "the ωB97M-V functional and the def2-TZVPD basis",
  "elements": ["S", "H", "H", "O", "C", "O", "H", "H"],
  "xyz": [[-1.360010, -1.546905, -1.051963], [-2.539112, -1.162630, -1.554245], [-1.080918, -2.053849, -2.241851], [-0.030893, 1.693944, 0.429501], [1.022412, 1.162701, 0.585661], [1.459208, 0.567875, 1.717832], [1.804438, 1.032256, -0.172609], [0.724875, 0.306609, 2.287674]],
  "forces_ev_per_angstrom": [[-0.24, 0.11, 0.06], [-0.11, 0.17, 0.26], [0.37, -0.30, -0.32], [-0.15, -0.01, 0.06], [0.25, -0.39, 0.15], [0.11, -0.37, -0.22], [-0.01, 0.35, -0.08], [-0.22, 0.43, 0.09]],
  "nbo_charge": [-0.2838, 0.1460, 0.1378, -0.5596, 0.6530, -0.6982, 0.1105, 0.4942],
  "e_lumo_ev": 0.7,
  "e_above_lowest_ev": 0.2092,
  "homo_energy_ev": -9.813,
  "orbital_gap_ha": 0.388
}

{
  "formula": "C18H16BF6N8O5V",
  "method": "the ωB97M-V functional and the def2-TZVPD basis",
  "elements": ["V", "C", "C", "N", "N", "C", "B", "N", "C", "C", "C", "N", "N", "C", "C", "C", "N", "H", "H", "H", "H", "H", "H", "H", "H", "H", "H", "O", "C", "O", "C", "C", "N", "N", "C", "C", "O", "O", "H", "H", "H", "C", "C", "O", "C", "F", "F", "F", "C", "F", "F", "F", "H", "H", "H"],
  "xyz": [[0.408479, -0.084264, -0.340810], [3.516378, 1.585770, -2.517752], [2.422918, 0.753336, -2.439940], [1.941421, 0.777277, -1.176383], [2.710078, 1.633129, -0.444980], [3.660387, 2.120920, -1.238098], [2.517343, 1.744029, 1.098544], [1.053740, 2.185947, 1.359602], [0.584266, 3.300253, 1.921351], [-0.804540, 3.254962, 1.922498], [-1.119604, 2.052688, 1.316460], [0.010074, 1.393471, 1.003927], [2.630447, 0.310580, 1.627740], [3.510693, -0.295507, 2.428315], [3.252639, -1.658561, 2.421175], [2.180757, -1.812896, 1.560409], [1.803643, -0.612530, 1.084138], [4.127609, 1.780738, -3.381301], [1.961241, 0.138293, -3.195511], [4.383056, 2.822658, -0.853217], [3.296256, 2.499848, 1.577591], [1.261223, 4.055800, 2.285805], [-1.483026, 3.997526, 2.304160], [-2.084611, 1.638998, 1.066530], [4.263368, 0.273923, 2.949167], [3.775768, -2.427667, 2.961451], [1.675032, -2.717635, 1.264545], [-3.034992, -5.175499, 2.296681], [-1.970747, -4.652613, 1.693272], [-1.079247, -5.314562, 1.259324], [-1.837733, -3.156474, 1.665904], [-2.139633, -2.192007, 2.608908], [-1.616203, -1.027870, 2.179010], [-1.000578, -1.171017, 1.010986], [-1.122450, -2.451523, 0.689773], [-0.460604, -2.836382, -0.569247], [-0.475226, -3.759711, -1.271010], [0.390423, -1.674405, -0.880967], [-3.737199, -4.537592, 2.474813], [-2.649756, -2.255897, 3.557209], [-1.626451, -0.132517, 2.646564], [-2.157743, 2.289241, -2.372195], [-1.808627, 0.814709, -2.311158], [-0.782723, 0.564353, -1.367385], [-1.256124, 0.317300, -3.673701], [-0.240415, 1.112579, -4.037139], [-0.770571, -0.924327, -3.571788], [-2.189410, 0.350287, -4.604166], [-3.021977, -0.021873, -1.835652], [-4.071302, 0.159164, -2.606582], [-2.727492, -1.328589, -1.789953], [-3.334521, 0.352069, -0.578540], [-1.263679, 2.866764, -2.595184], [-2.578523, 2.616550, -1.424109], [-2.891543, 2.458733, -3.159098]],
  "forces_ev_per_angstrom": [[-0.40, 0.11, 0.49], [-0.04, -0.01, -0.03], [0.02, -0.01, -0.05], [-0.14, 0.23, 0.29], [0.19, -0.09, -0.05], [-0.06, 0.02, 0.02], [-0.05, 0.03, 0.00], [-0.03, 0.01, 0.20], [-0.02, -0.01, -0.02], [0.00, 0.00, -0.01], [-0.02, 0.00, 0.04], [0.24, 0.28, -0.26], [0.05, -0.01, -0.01], [-0.02, 0.03, 0.01], [-0.03, -0.03, 0.01], [0.00, 0.00, 0.02], [0.04, -0.01, -0.02], [0.00, 0.00, 0.00], [0.00, 0.01, 0.01], [0.01, -0.01, 0.00], [0.01, -0.01, 0.00], [0.00, 0.00, 0.00], [0.00, 0.00, 0.00], [0.01, -0.01, 0.01], [0.00, 0.01, -0.01], [0.00, 0.00, 0.00], [0.02, -0.01, 0.00], [-0.07, -0.04, -0.07], [0.17, 0.05, 0.32], [-0.05, -0.01, -0.11], [-0.04, 0.04, -0.20], [0.01, -0.02, 0.02], [0.00, 0.05, 0.01], [0.25, 0.07, -0.29], [-0.15, -0.15, 0.07], [0.23, 0.23, 0.07], [-0.07, -0.07, -0.01], [-0.07, -0.64, -0.34], [0.00, 0.02, -0.02], [-0.01, 0.01, 0.00], [0.02, 0.01, 0.00], [0.02, 0.01, 0.01], [-0.12, 0.08, -0.05], [0.02, -0.08, -0.13], [0.04, -0.07, 0.06], [-0.01, 0.02, -0.02], [-0.01, 0.02, 0.00], [-0.02, 0.01, 0.00], [0.08, -0.11, 0.02], [-0.01, 0.03, -0.01], [0.01, 0.03, 0.02], [-0.02, 0.01, 0.02], [0.00, 0.01, 0.00], [0.00, 0.00, 0.00], [0.00, -0.01, 0.00]],
  "nbo_charge": [1.3596, -0.2948, 0.0433, -0.2964, -0.2863, 0.0959, 0.5117, -0.2906, 0.0713, -0.2954, -0.0256, -0.3224, -0.3057, 0.0653, -0.2951, 0.0197, -0.3108, 0.2785, 0.2594, 0.2612, 0.0199, 0.2596, 0.2721, 0.2430, 0.2571, 0.2724, 0.2356, -0.6223, 0.7732, -0.4988, -0.1952, 0.0432, -0.2797, -0.2181, 0.0538, 0.7840, -0.3373, -0.4558, 0.4960, 0.2667, 0.4477, -0.6429, 0.0974, -0.4317, 0.9689, -0.3107, -0.3023, -0.2747, 0.9712, -0.2695, -0.3095, -0.3254, 0.2535, 0.2422, 0.2738],
  "e_lumo_ev": -9.2,
  "homo_energy_ev": -15.891,
  "charge": 2,
  "orbital_gap_ha": 0.244
}